The following is a quantum chemistry calculation of a 14-piece molecular cluster, C65H167N9O21 overall at a distorted geometry, from the OMol25 dataset.

```
262
Properties=species:S:1:pos:R:3:forces:R:3
C 2.97692 -6.06665 0.13206 2.02 0.85 -2.24
C 1.93539 -6.21468 -0.98095 0.33 2.07 -1.05
C 2.39890 -6.69034 -2.39752 1.00 -0.84 0.96
O 0.90011 -7.00637 -0.47344 -0.03 -0.95 -0.21
H 2.93743 -6.67207 1.03761 -0.39 0.32 -0.14
H 3.16888 -4.99735 0.22076 -0.62 0.13 1.27
H 3.93014 -6.22422 -0.37256 0.50 -0.96 0.23
H 1.56049 -5.20671 -1.15856 -0.55 -0.07 0.20
H 3.26929 -6.24606 -2.88038 0.16 0.92 0.70
H 1.67897 -6.67730 -3.21583 -0.59 -0.30 0.65
H 2.81289 -7.67373 -2.17467 -0.39 -0.71 -0.58
H 1.40834 -7.79202 -0.25883 -0.72 -0.68 0.37
C 4.07726 -1.44776 -1.78827 -1.21 -0.66 2.15
C 4.68754 -1.22861 -0.36467 1.73 -0.80 -0.71
C 5.40525 -2.51485 0.19668 -1.01 0.43 0.37
O 5.68545 -0.23694 -0.57849 0.53 0.59 -0.68
H 3.38926 -2.29306 -1.77350 -0.15 -0.34 0.37
H 4.78489 -1.75449 -2.55852 0.25 0.92 0.09
H 3.37833 -0.62374 -1.93178 0.55 0.22 -0.86
H 4.02720 -0.75618 0.36257 -0.75 -0.63 -0.13
H 4.84363 -3.01241 0.98732 -0.72 -0.25 -0.28
H 6.30462 -2.30453 0.77546 0.40 0.42 -0.60
H 5.58546 -3.22210 -0.61291 0.26 0.02 0.13
H 6.07788 0.04004 0.25270 -0.12 0.04 0.18
C 4.18269 3.69473 -2.91924 0.53 -0.24 -1.01
C 3.53982 2.51851 -3.69739 1.56 0.86 -0.81
C 4.44953 1.31890 -3.83310 0.68 -0.08 -0.62
O 2.37176 2.14737 -3.07416 -1.29 -0.33 0.30
H 4.80565 3.34008 -2.09811 -0.43 -0.04 0.36
H 3.41796 4.41342 -2.62469 0.05 -0.11 0.28
H 4.89821 4.22252 -3.54977 -0.04 0.08 -0.26
H 3.28673 2.84554 -4.70590 -0.07 0.25 -0.13
H 4.00633 0.59453 -4.51644 -0.39 -0.32 0.44
H 4.70351 0.88420 -2.86633 -0.13 -0.07 -0.08
H 5.38541 1.53403 -4.34881 0.24 0.48 0.16
H 2.65874 2.19952 -2.15954 -0.77 -0.12 1.24
C -1.93130 -5.25421 0.69317 -1.74 0.04 1.79
C -2.14739 -5.28656 -0.79987 1.95 -0.45 -0.31
C -2.94770 -4.11743 -1.29911 -1.39 0.26 -0.25
O -0.84057 -5.25932 -1.31632 1.04 1.25 -1.30
H -2.82573 -5.59581 1.21413 -0.47 0.21 0.07
H -1.73344 -4.25491 1.08094 -0.01 0.28 -0.33
H -1.18744 -5.87718 1.18984 0.50 -0.36 -0.98
H -2.48200 -6.25075 -1.18257 -1.18 -0.03 0.45
H -3.95463 -4.29291 -0.92042 -0.16 0.57 0.69
H -3.21739 -3.96964 -2.34483 0.83 -0.93 -0.57
H -2.55860 -3.12802 -1.05875 0.11 -0.17 0.77
H -0.31400 -5.83607 -0.75803 -0.10 -0.23 -0.16
C -5.18586 -1.09973 -2.50411 -0.56 -0.85 1.12
C -5.96488 -2.11095 -3.38421 0.66 3.70 1.06
C -7.28751 -2.49221 -2.72943 0.39 -1.08 -0.17
O -6.24408 -1.30339 -4.57488 -0.26 -1.68 -0.40
H -4.28521 -0.67656 -2.94891 -0.19 0.11 -0.30
H -4.88254 -1.53775 -1.55319 0.20 -0.34 0.06
H -5.92279 -0.36465 -2.18058 0.18 0.58 -0.29
H -5.26943 -2.93734 -3.53089 -0.51 -0.30 -0.77
H -7.17435 -2.93257 -1.73878 0.53 -0.33 -0.01
H -7.67250 -3.27259 -3.38585 -0.73 0.12 0.17
H -8.00826 -1.70051 -2.52489 0.23 0.32 -0.77
H -5.90696 -0.41018 -4.47426 0.16 -0.17 0.31
C -4.99527 1.17088 4.85029 0.06 -0.91 -0.39
C -3.74472 0.74184 5.59075 0.01 -1.41 0.55
C -2.62915 0.04668 4.76724 -0.31 1.27 0.29
O -3.20250 -1.04565 4.08276 0.00 0.73 1.12
C -2.36472 -1.89632 3.35049 0.02 0.28 -1.25
N -3.33092 1.82848 6.48135 0.55 0.32 -0.27
H -5.58241 0.30887 4.53357 0.17 -0.18 -0.09
H -4.69574 1.68407 3.93650 -0.26 0.49 0.13
H -5.67058 1.73675 5.49204 0.28 0.39 -0.13
H -3.91928 -0.07454 6.29157 -1.03 -0.53 -0.21
H -1.89162 -0.20569 5.52912 0.34 -0.65 -0.02
H -2.11734 0.73777 4.09750 -0.04 0.14 -0.47
H -2.83903 -1.88933 2.36912 -0.10 -0.91 -0.20
H -2.28291 -2.88883 3.79359 -0.17 -0.05 -0.01
H -1.36475 -1.55302 3.08536 0.25 0.46 0.71
H -2.50510 1.53507 6.98336 0.52 0.04 -0.02
H -4.03061 1.77986 7.20811 -0.24 0.54 0.18
C 1.59447 2.78746 1.69499 0.89 1.66 0.56
C 2.86606 3.26505 0.91852 -0.39 -3.14 -0.08
C 4.25771 3.21784 1.71057 -0.35 -1.01 -0.83
O 4.92385 1.88574 1.72577 -1.43 1.33 0.84
C 4.31048 1.01413 2.67014 0.47 -1.05 -0.08
N 2.95780 2.25183 -0.17066 1.14 0.37 -1.18
H 0.69486 2.90163 1.09021 0.12 -0.51 -0.28
H 1.39994 3.43519 2.54980 0.09 0.08 0.25
H 1.76453 1.78639 2.09127 -0.27 -0.04 -0.30
H 2.72823 4.20039 0.37608 0.06 0.40 0.71
H 4.17342 3.54557 2.74671 -0.10 0.21 -0.06
H 4.94696 3.84675 1.14709 0.08 0.01 0.22
H 3.93262 1.45359 3.59329 -0.13 0.60 -0.21
H 5.02528 0.26697 3.01499 0.64 0.20 -0.10
H 3.55154 0.36339 2.23580 -0.55 0.41 -0.30
H 3.91569 1.95066 -0.27947 0.31 -0.02 -0.11
H 2.44447 1.38200 -0.16878 -0.59 0.09 0.92
C -3.12516 0.74070 -5.79265 -0.27 -1.99 1.15
O -2.52399 1.00579 -4.51518 -1.18 -0.54 -0.66
C -1.95371 2.25622 -4.48735 0.60 1.76 0.35
C -0.63809 2.27264 -5.20618 1.08 0.93 0.68
N -0.02596 3.63309 -5.23000 -1.20 -1.25 1.11
C 0.90081 3.68245 -6.27007 0.99 3.08 -1.47
C 0.21049 4.20739 -7.54912 0.01 -1.87 0.10
O 1.09434 4.09228 -8.62503 0.75 0.48 -0.71
C 2.05013 5.12111 -8.72074 0.29 0.84 -0.62
H -2.39393 0.61397 -6.59099 -0.10 0.79 -0.17
H -4.03932 1.30274 -5.98373 0.48 0.85 -0.26
H -3.52244 -0.26839 -5.68307 0.04 -0.28 0.07
H -1.78545 2.60098 -3.46709 0.21 -0.57 0.46
H -2.58583 3.08126 -4.81573 -0.51 -0.15 -0.78
H -0.69333 1.92640 -6.23825 -0.22 0.04 0.01
H 0.03134 1.60313 -4.66607 0.13 -0.31 -0.07
H 0.55262 3.83624 -4.42746 -0.69 -0.51 0.86
H 1.65094 2.89464 -6.33900 -0.56 -0.90 -0.71
H 1.56395 4.50652 -6.00691 0.30 0.38 0.02
H -0.28968 5.16915 -7.43529 0.75 0.59 0.31
H -0.65322 3.59779 -7.81461 0.04 -0.56 0.02
H 1.57265 6.09267 -8.84798 -0.30 0.17 -0.05
H 2.68858 4.98483 -9.59362 -0.36 -0.41 -0.24
H 2.78305 5.28266 -7.93028 -0.26 -0.64 0.77
C -1.06639 -6.54864 5.36146 1.19 -1.60 0.68
O 0.29335 -6.71987 5.87750 -1.84 0.54 -0.10
C 1.10816 -5.71195 5.37076 2.19 -0.59 0.62
C 2.53094 -5.92898 5.97536 0.65 -0.42 -1.10
N 3.63083 -5.71068 4.99479 -0.86 0.77 0.49
C 4.85101 -6.22902 5.54219 0.77 1.05 -0.08
C 6.03632 -5.82511 4.67533 0.68 -1.44 -1.09
O 6.04844 -6.55385 3.41295 -0.99 -0.06 0.54
C 7.29652 -6.58679 2.74737 -0.45 0.28 0.70
H -1.03724 -6.22473 4.32110 -0.12 0.48 0.11
H -1.67606 -5.96219 6.04883 0.08 0.36 -0.32
H -1.44423 -7.57095 5.34690 -0.32 0.08 0.06
H 0.82187 -4.69069 5.62211 -0.56 0.05 -0.08
H 1.13948 -5.86343 4.29180 0.25 0.47 -0.33
H 2.71539 -6.94428 6.32643 -0.99 -0.51 0.17
H 2.73345 -5.32789 6.86180 -0.18 0.44 -0.18
H 3.50171 -6.28309 4.17273 -0.62 0.07 -0.29
H 4.72900 -7.28776 5.77082 0.62 -0.54 -0.43
H 5.08787 -5.81235 6.52116 -0.31 0.49 0.16
H 6.93328 -6.08051 5.23955 0.37 -0.16 -0.01
H 6.12258 -4.77017 4.41501 -0.56 0.25 0.43
H 7.45371 -5.70948 2.11990 0.15 0.41 0.22
H 7.33812 -7.42841 2.05596 -0.08 -0.26 0.39
H 8.00424 -6.65369 3.57366 0.86 -0.12 -0.60
C 0.78369 8.55317 0.92533 -0.12 -0.27 -0.84
O 1.78323 7.71279 0.33499 -0.39 0.78 -0.86
C 1.30693 7.16967 -0.89482 -0.55 -1.09 -0.36
C 0.25092 6.07322 -0.71686 -0.46 0.26 1.02
N -1.15028 6.54505 -0.76220 0.65 -0.72 -0.56
C -2.03926 5.43022 -0.48515 0.09 -0.48 0.06
C -2.14205 4.99578 0.95100 -0.38 0.85 0.59
O -2.84172 6.01855 1.62221 -1.98 1.25 1.86
C -4.24832 5.86364 1.95606 0.24 -0.57 -1.22
H 0.25325 9.17753 0.20638 0.15 -0.02 -0.72
H 1.22743 9.31092 1.57110 0.08 -0.78 0.63
H 0.00285 7.88644 1.29119 0.08 0.37 1.07
H 2.11983 6.70664 -1.45419 0.46 0.24 0.41
H 0.83999 7.87939 -1.57772 0.20 0.70 0.19
H 0.45018 5.59553 0.24241 0.26 -0.09 0.45
H 0.35853 5.23763 -1.40846 0.00 0.31 -0.55
H -1.33729 7.28107 -0.09631 0.08 0.05 0.11
H -1.69468 4.51989 -0.97572 0.00 0.19 -0.89
H -3.05189 5.70185 -0.78330 -0.07 -0.26 -0.29
H -1.20628 5.01807 1.50952 0.41 -0.59 -0.43
H -2.60296 4.00973 1.00915 -0.21 -0.09 0.23
H -4.44462 4.86387 2.34340 0.06 -0.08 0.07
H -4.88554 6.01952 1.08557 0.16 -0.43 -0.57
H -4.70908 6.59331 2.62193 1.24 0.28 0.57
C -2.27101 -6.59473 -8.75029 0.43 0.07 -0.82
O -1.55818 -5.40307 -8.58697 1.54 0.59 0.79
C -2.22474 -4.18260 -8.62833 -0.97 1.09 0.25
C -1.48792 -2.90144 -8.00293 -1.90 -2.00 0.10
N -1.25847 -3.07604 -6.54371 2.06 0.75 -1.47
C 0.07502 -3.71791 -6.34743 -0.65 -0.10 0.99
C 0.76626 -3.37520 -5.00722 0.59 0.37 -0.44
O 1.60949 -2.19671 -5.04736 0.56 -0.07 -0.03
C 0.92140 -0.98616 -5.41221 -0.13 -1.44 -0.18
H -3.14117 -6.75259 -8.11311 0.05 0.30 0.44
H -1.50117 -7.34869 -8.58601 -0.41 -0.30 0.05
H -2.61285 -6.66024 -9.78322 -0.17 -0.21 -0.23
H -3.16071 -4.33055 -8.08966 -0.32 0.31 0.49
H -2.57334 -3.95320 -9.63528 0.28 0.16 -0.51
H -2.18265 -2.07141 -8.13143 -0.30 -0.06 -0.14
H -0.64205 -2.63917 -8.63839 0.51 -0.19 0.69
H -1.97533 -3.65846 -6.13506 -0.06 -0.07 -0.18
H 0.79011 -3.48510 -7.13646 -0.22 0.52 -0.10
H -0.08048 -4.78775 -6.48659 0.34 -0.33 0.49
H 1.44282 -4.19764 -4.77491 0.30 0.08 -0.11
H 0.12775 -3.32196 -4.12542 -0.66 0.18 -0.19
H 1.49523 -0.06160 -5.47555 0.83 -0.46 0.73
H 0.14581 -0.89878 -4.65133 -0.65 0.54 -0.62
H 0.63452 -1.15181 -6.45065 -1.07 0.30 0.10
C -9.00256 6.47957 -3.50556 1.25 -0.89 -0.54
O -7.91510 5.55014 -3.85517 0.01 2.13 1.77
C -8.23130 4.24624 -4.19599 -1.75 -0.74 -0.82
C -9.19200 3.39793 -3.24802 1.33 0.40 -0.93
N -8.41865 2.85589 -2.11343 -0.04 0.63 1.04
C -8.07610 3.81535 -1.04739 1.10 -0.05 1.20
C -6.87474 3.33391 -0.03891 -1.66 -0.22 -1.48
O -5.56911 3.68978 -0.45407 0.59 1.23 1.47
C -5.20448 3.22003 -1.71604 -0.83 -0.67 -0.21
H -8.56995 7.42254 -3.17127 0.47 -0.33 0.18
H -9.60190 6.06825 -2.69333 -0.24 0.04 -0.25
H -9.55628 6.77135 -4.39795 -0.45 -0.51 -0.04
H -7.31392 3.67714 -4.34646 0.35 0.11 0.64
H -8.55218 4.33531 -5.23387 -1.04 -0.57 -0.27
H -9.65393 2.59241 -3.81886 0.79 -0.51 -0.30
H -10.14183 3.87020 -2.99722 0.45 0.75 0.78
H -7.45574 2.70044 -2.37563 -0.40 -0.79 -1.24
H -8.92699 4.12721 -0.44172 -0.24 -0.47 0.07
H -7.66952 4.75797 -1.41379 0.09 0.24 -0.41
H -6.78998 2.26313 0.14642 -0.87 -0.34 -0.15
H -7.21593 3.79811 0.88641 1.05 0.30 0.18
H -5.82521 2.33637 -1.86414 -0.27 -0.02 -0.92
H -4.22498 2.75869 -1.84192 0.57 0.65 0.73
H -5.33278 4.04588 -2.41577 -0.13 -0.40 -0.55
C -3.04868 0.80346 0.64590 -1.68 0.88 -0.56
O -1.72864 0.95140 0.28656 2.06 -1.03 0.56
C -1.43308 0.51750 -1.03404 -0.96 -0.41 -0.59
C 0.02385 0.25946 -1.31472 1.46 1.23 1.26
N 0.71895 -0.51956 -0.26427 0.43 0.12 -0.56
C 0.28191 -1.90871 -0.02400 1.13 1.16 -0.19
C 1.29081 -2.60780 0.94371 -1.91 0.36 -0.24
O 0.89257 -2.32499 2.29053 -1.00 0.32 -0.80
C 1.76217 -2.85895 3.22600 0.38 -0.48 0.27
H -3.62660 1.51427 0.05526 -0.44 0.38 -0.12
H -3.25309 1.07060 1.68271 0.54 -0.19 0.11
H -3.54104 -0.13978 0.40932 0.52 -0.64 0.13
H -1.87400 1.29906 -1.65279 0.15 -0.23 -0.76
H -1.87898 -0.44641 -1.27931 -0.98 -0.07 0.31
H 0.50459 1.22994 -1.43784 0.39 0.31 0.77
H 0.31466 -0.09002 -2.30537 -0.91 -0.87 -0.10
H 0.70588 -0.04303 0.62615 -0.27 0.33 -0.01
H 0.27055 -2.40654 -0.99361 0.10 -0.28 0.02
H -0.74528 -1.87500 0.33911 -0.10 -0.66 0.50
H 2.32028 -2.28345 0.79176 0.04 0.10 -0.28
H 1.18512 -3.67069 0.72646 0.26 -0.36 0.32
H 2.66563 -2.24919 3.21914 0.51 -0.35 0.25
H 1.93936 -3.91386 3.01657 0.59 -0.12 -0.24
H 1.34439 -2.89490 4.23211 -0.32 0.61 -0.07
C 4.18343 -0.78198 6.33389 0.20 -0.14 -0.61
O 3.96119 -0.34665 7.65274 0.69 -0.52 0.17
C 5.14775 -0.53760 8.43055 -1.09 0.41 1.88
C 4.96074 0.16170 9.81736 0.36 -0.39 -1.13
N 4.72958 1.52642 9.56903 1.43 2.74 1.17
C 4.83380 2.50580 10.74867 0.76 -1.16 -1.13
C 6.28274 2.73200 11.34130 0.83 0.90 -1.11
O 6.37273 3.79452 12.31826 -1.49 -1.74 0.24
C 6.75282 5.01831 11.78019 0.08 0.41 -0.11
H 3.23785 -0.87591 5.79989 -0.02 0.17 0.15
H 4.71379 -1.73005 6.24447 -0.24 -0.54 0.52
H 4.86433 -0.13163 5.78479 -0.13 0.67 -0.05
H 6.00242 -0.10398 7.91132 0.14 -0.03 0.06
H 5.30684 -1.57757 8.71562 0.05 -0.44 -0.73
H 5.90050 0.01465 10.34965 0.06 -0.02 0.15
H 4.14840 -0.23369 10.42717 -0.13 -0.87 -0.03
H 4.01222 1.64931 8.86874 -0.14 0.53 0.50
H 4.19427 2.15486 11.55858 -0.28 0.38 0.13
H 4.57643 3.48727 10.35046 -0.53 -0.11 0.27
H 6.95232 3.10088 10.56432 -0.28 -0.24 -0.82
H 6.86409 1.87242 11.67482 -0.76 -0.33 0.64
H 6.35829 5.81710 12.40818 0.31 -0.05 0.24
H 6.33687 5.21557 10.79217 -0.01 -0.20 -0.27
H 7.84182 5.01808 11.73337 0.16 0.54 -0.14
```
Positions in Å, forces in eV/Å.

Values from the calculation:
**E_HOMO**: -8.416 eV
**ΔE to the lowest compared entry with this formula, charge and spin**: 162.4 kcal/mol